{
  "formula": "C10H12BCl2NO3",
  "method": "ωB97M-V/def2-TZVPD",
  "total_charge": -2,
  "lumo_energy_ev": 4.30,
  "spin_multiplicity": 1,
  "gap_ha": 0.111,
  "fmax_ev_per_a": 0.5,
  "elements": ["N", "C", "O", "C", "C", "B", "C", "O", "O", "H", "H", "H", "H", "H", "H", "H", "H", "Cl", "C", "C", "Cl", "C", "C", "C", "C", "H", "H", "H", "H"],
  "positions_angstrom": [[0.02125, 1.13029, 3.68357], [0.08656, -0.27387, 3.87966], [0.55160, -0.70748, 4.91655], [-0.51310, -1.06310, 2.74879], [0.09586, -0.80307, 1.34081], [0.91221, -2.04434, 0.63877], [2.35662, -2.33892, 1.40184], [3.11679, -1.32659, 1.56300], [2.65943, -3.50697, 1.78297], [0.83821, 1.56333, 4.09446], [0.01116, 1.32919, 2.68853], [-0.47588, -2.11911, 3.01931], [-1.56887, -0.75287, 2.72595], [-0.72763, -0.50108, 0.68352], [0.79043, 0.04841, 1.38191], [1.17607, -1.65720, -0.53189], [0.17999, -3.05429, 0.54759], [-2.32712, 1.30304, -0.43674], [-1.48257, 1.32609, -1.93202], [-0.57791, 2.33803, -2.23394], [-0.29479, 3.63596, -1.12691], [0.11498, 2.31602, -3.43475], [-0.08754, 1.28493, -4.33500], [-0.98441, 0.26997, -4.03286], [-1.67700, 0.29113, -2.83603], [0.82212, 3.10664, -3.64439], [0.46916, 1.26673, -5.26275], [-1.13044, -0.55338, -4.71933], [-2.35516, -0.50745, -2.57062]]
}